[1]
Here is a structure of composition C12H24F8NbOS in a non-equilibrium geometry from the Open Molecules 2025 dataset. Energies are from wB97M-V/def2-TZVPD.

As for the total charge: -1. The gap between HOMO and LUMO is 6.7 eV. For the LUMO energy, the calculation gives 2.331 eV. For the energy, the calculation gives -1800.769763 hartree.

Atoms and positions in Å:
C (4.30, 3.69, 0.91)
C (4.95, 2.30, 0.73)
C (3.95, 1.19, 0.42)
C (4.65, -0.02, -0.20)
Nb (2.68, 0.25, 2.01)
C (0.59, 0.13, 1.11)
C (0.08, 1.53, 0.72)
C (-0.64, 1.63, -0.63)
S (0.26, 0.73, -1.95)
H (4.33, 4.04, 1.94)
H (3.24, 3.65, 0.63)
H (4.78, 4.45, 0.28)
H (5.70, 2.37, -0.08)
H (5.49, 2.03, 1.65)
H (3.22, 1.61, -0.31)
H (5.62, -0.18, 0.29)
H (4.84, 0.15, -1.27)
H (4.10, -0.97, -0.12)
H (2.84, -1.59, 1.89)
H (4.36, 0.05, 2.74)
H (2.60, 1.92, 2.83)
H (2.33, -0.06, 3.80)
H (0.57, -0.57, 0.26)
H (-0.03, -0.31, 1.90)
H (-0.66, 1.85, 1.47)
H (0.87, 2.30, 0.75)
H (-1.65, 1.23, -0.55)
H (-0.72, 2.67, -0.95)
H (-0.23, 1.49, -2.93)
C (-3.70, -1.17, 0.08)
C (-2.64, -2.28, -0.02)
C (-1.82, -2.39, -1.32)
F (-2.64, -2.66, -2.36)
F (-0.95, -3.41, -1.19)
F (-3.17, -3.48, 0.30)
F (-1.72, -1.94, 0.93)
O (-5.06, -1.53, -0.16)
C (-5.66, -1.52, -1.38)
C (-6.18, -2.91, -1.79)
F (-5.18, -3.81, -1.84)
F (-6.73, -2.82, -3.02)
F (-4.90, -0.97, -2.34)
F (-6.78, -0.75, -1.27)
H (-3.69, -0.90, 1.13)
H (-3.40, -0.31, -0.51)
H (-1.27, -1.46, -1.51)
H (-6.94, -3.24, -1.08)

Need the natural (NBO) charges? In units of e they are: atom 1 (C): -0.61, atom 2 (C): -0.40, atom 3 (C): -0.60, atom 4 (C): -0.63, atom 5 (Nb): 1.29, atom 6 (C): -0.99, atom 7 (C): -0.43, atom 8 (C): -0.48, atom 9 (S): -0.06, atom 10 (H): 0.21, atom 11 (H): 0.20, atom 12 (H): 0.18, atom 13 (H): 0.16, atom 14 (H): 0.21, atom 15 (H): 0.19, atom 16 (H): 0.21, atom 17 (H): 0.19, atom 18 (H): 0.22, atom 19 (H): -0.36, atom 20 (H): -0.31, atom 21 (H): -0.35, atom 22 (H): -0.20, atom 23 (H): 0.21, atom 24 (H): 0.23, atom 25 (H): 0.21, atom 26 (H): 0.20, atom 27 (H): 0.18, atom 28 (H): 0.21, atom 29 (H): 0.11, atom 30 (C): -0.13, atom 31 (C): 0.60, atom 32 (C): 0.50, atom 33 (F): -0.34, atom 34 (F): -0.32, atom 35 (F): -0.32, atom 36 (F): -0.32, atom 37 (O): -0.51, atom 38 (C): 0.85, atom 39 (C): 0.51, atom 40 (F): -0.31, atom 41 (F): -0.33, atom 42 (F): -0.31, atom 43 (F): -0.34, atom 44 (H): 0.23, atom 45 (H): 0.21, atom 46 (H): 0.17, atom 47 (H): 0.14

[2]
Here is a structure of composition C12H24FNO4P in a non-equilibrium geometry from the Open Molecules 2025 dataset. Energies are from wB97M-V/def2-TZVPD.

As for the total charge: +1. The gap between HOMO and LUMO is 8.6 eV. For the LUMO energy, the calculation gives -4.130 eV. For the energy, the calculation gives -1268.266924 hartree.

Atoms and positions in Å:
C (1.22, 1.07, 0.58)
C (0.99, 2.33, -0.26)
C (-0.49, 2.72, -0.31)
C (-1.29, 2.13, -1.50)
C (-0.63, 0.97, -2.27)
P (-2.91, 1.57, -1.03)
O (-3.91, 1.68, -2.31)
C (-4.01, 2.90, -2.76)
N (-3.90, 3.88, -3.40)
C (-3.74, 2.46, 0.33)
C (-5.13, 1.83, 0.54)
F (-3.02, 2.37, 1.46)
H (0.77, 1.24, 1.55)
H (2.26, 0.89, 0.77)
H (0.76, 0.18, 0.17)
H (1.49, 3.13, 0.27)
H (1.45, 2.28, -1.23)
H (-0.54, 3.79, -0.40)
H (-0.91, 2.49, 0.66)
H (-1.40, 2.92, -2.23)
H (0.20, 1.34, -2.84)
H (-0.35, 0.16, -1.61)
H (-1.35, 0.56, -2.96)
H (-2.88, 0.20, -0.76)
H (-3.88, 3.50, 0.06)
H (-5.87, 2.58, 0.75)
H (-5.41, 1.19, -0.29)
H (-5.03, 1.18, 1.40)
C (3.41, -4.97, -0.72)
C (4.36, -3.94, -0.15)
O (3.64, -2.86, 0.49)
C (3.20, -3.13, 1.71)
O (3.36, -4.15, 2.32)
O (2.55, -2.05, 2.16)
C (1.98, -2.21, 3.46)
H (2.69, -4.50, -1.39)
H (3.97, -5.72, -1.28)
H (2.86, -5.47, 0.07)
H (4.94, -3.47, -0.94)
H (5.06, -4.38, 0.56)
H (2.72, -2.55, 4.17)
H (1.14, -2.91, 3.42)
H (1.62, -1.23, 3.76)

Need the natural (NBO) charges? In units of e they are: atom 1 (C): -0.60, atom 2 (C): -0.40, atom 3 (C): -0.41, atom 4 (C): -0.59, atom 5 (C): -0.61, atom 6 (P): 1.63, atom 7 (O): -0.69, atom 8 (C): 0.45, atom 9 (N): -0.26, atom 10 (C): -0.10, atom 11 (C): -0.65, atom 12 (F): -0.32, atom 13 (H): 0.20, atom 14 (H): 0.24, atom 15 (H): 0.19, atom 16 (H): 0.23, atom 17 (H): 0.21, atom 18 (H): 0.23, atom 19 (H): 0.22, atom 20 (H): 0.29, atom 21 (H): 0.26, atom 22 (H): 0.23, atom 23 (H): 0.22, atom 24 (H): 0.04, atom 25 (H): 0.24, atom 26 (H): 0.26, atom 27 (H): 0.22, atom 28 (H): 0.26, atom 29 (C): -0.64, atom 30 (C): -0.07, atom 31 (O): -0.50, atom 32 (C): 0.98, atom 33 (O): -0.63, atom 34 (O): -0.51, atom 35 (C): -0.26, atom 36 (H): 0.20, atom 37 (H): 0.23, atom 38 (H): 0.23, atom 39 (H): 0.19, atom 40 (H): 0.20, atom 41 (H): 0.21, atom 42 (H): 0.19, atom 43 (H): 0.19

[3]
Here is a cluster of 2 separate species, C12H24N2O5 in total in a non-equilibrium geometry from the Open Molecules 2025 dataset. Energies are from wB97M-V/def2-TZVPD.

Its SMILES is CC(=O)OCCCN(N=C(C)C)C(=O)O.CC(C)O. The energy relative to the best compared isomer or geometry (same formula, charge and spin) is 9.0717 eV. The gap between HOMO and LUMO is 8.8 eV. For the LUMO energy, the calculation gives -0.120 eV. For the energy, the calculation gives -957.035801 hartree.

Atoms and positions in Å:
C (-2.07, 0.26, 0.83)
C (-0.80, -0.61, 1.49)
O (-0.77, -0.69, 2.84)
O (0.26, -1.22, 0.62)
C (1.09, -0.06, 0.25)
C (2.42, -0.40, -0.64)
C (3.30, 1.02, -0.70)
N (2.42, 2.10, -1.30)
N (3.04, 2.70, -2.40)
C (2.62, 2.08, -3.56)
C (1.06, 1.82, -3.99)
C (3.78, 1.58, -4.65)
C (2.02, 3.16, -0.28)
O (0.84, 3.15, 0.39)
O (2.91, 4.33, 0.01)
H (-1.67, 1.13, 0.12)
H (-2.71, -0.44, 0.14)
H (-2.70, 0.81, 1.66)
H (0.41, 0.65, -0.40)
H (1.48, 0.47, 1.25)
H (2.05, -0.57, -1.76)
H (3.06, -1.31, -0.26)
H (4.23, 0.83, -1.39)
H (3.60, 1.26, 0.42)
H (0.38, 1.69, -3.03)
H (1.03, 0.82, -4.60)
H (0.71, 2.74, -4.66)
H (4.46, 0.75, -4.16)
H (4.37, 2.57, -4.94)
H (3.25, 1.21, -5.64)
H (2.37, 4.94, 0.63)
C (-3.49, -4.21, 3.64)
C (-4.15, -2.84, 3.58)
C (-4.47, -2.44, 2.15)
O (-3.28, -1.88, 4.16)
H (-2.54, -4.22, 3.09)
H (-3.26, -4.48, 4.67)
H (-4.14, -4.98, 3.21)
H (-5.07, -2.85, 4.17)
H (-3.55, -2.38, 1.55)
H (-4.93, -1.45, 2.12)
H (-5.15, -3.16, 1.68)
H (-2.46, -1.86, 3.64)

Need the natural (NBO) charges? In units of e they are: atom 1 (C): -0.75, atom 2 (C): 0.81, atom 3 (O): -0.58, atom 4 (O): -0.56, atom 5 (C): -0.11, atom 6 (C): -0.42, atom 7 (C): -0.23, atom 8 (N): -0.39, atom 9 (N): -0.36, atom 10 (C): 0.40, atom 11 (C): -0.73, atom 12 (C): -0.70, atom 13 (C): 0.90, atom 14 (O): -0.61, atom 15 (O): -0.70, atom 16 (H): 0.25, atom 17 (H): 0.25, atom 18 (H): 0.27, atom 19 (H): 0.21, atom 20 (H): 0.19, atom 21 (H): 0.21, atom 22 (H): 0.24, atom 23 (H): 0.24, atom 24 (H): 0.22, atom 25 (H): 0.25, atom 26 (H): 0.23, atom 27 (H): 0.25, atom 28 (H): 0.25, atom 29 (H): 0.25, atom 30 (H): 0.23, atom 31 (H): 0.51, atom 32 (C): -0.63, atom 33 (C): 0.09, atom 34 (C): -0.63, atom 35 (O): -0.72, atom 36 (H): 0.20, atom 37 (H): 0.22, atom 38 (H): 0.20, atom 39 (H): 0.17, atom 40 (H): 0.19, atom 41 (H): 0.21, atom 42 (H): 0.21, atom 43 (H): 0.48

[4]
Here is a structure of composition C12H24N3OS in a non-equilibrium geometry from the Open Molecules 2025 dataset. Energies are from wB97M-V/def2-TZVPD.

The energy relative to the best compared isomer or geometry (same formula, charge and spin) is 10.4004 eV. As for the total charge: +1. The gap between HOMO and LUMO is 9.4 eV. For the LUMO energy, the calculation gives -2.387 eV. For the energy, the calculation gives -1108.695680 hartree.

Atoms and positions in Å:
C (3.86, -1.98, 1.30)
H (3.90, -1.05, 0.61)
H (4.41, -1.95, 2.10)
C (2.41, -2.04, 1.80)
N (1.38, -1.96, 0.58)
C (1.30, -3.15, -0.04)
H (0.86, -3.84, 0.58)
C (0.36, -2.82, -1.32)
N (-0.46, -1.68, -1.06)
C (0.05, -0.28, -1.47)
S (1.62, 0.00, -1.19)
N (-0.95, 0.36, -1.77)
H (-1.84, 0.18, -1.96)
H (1.69, -1.16, 0.18)
C (-0.81, 1.88, -1.95)
H (0.37, 2.22, -2.24)
H (-1.43, 2.44, -2.62)
C (-0.76, 2.56, -0.43)
C (-1.36, 4.05, -0.40)
H (-0.77, 4.55, -1.22)
H (-0.80, 4.42, 0.39)
C (-2.61, 3.97, -0.15)
H (-3.15, 4.91, 0.23)
C (-2.84, 2.81, 0.70)
H (-4.16, 2.11, 0.38)
H (-2.96, 3.10, 1.62)
O (-1.83, 1.91, 0.09)
H (-3.31, 3.83, -1.20)
H (0.21, 2.32, 0.14)
C (-0.97, -1.54, 0.29)
H (-1.81, -0.84, 0.47)
C (0.05, -1.59, 1.28)
H (-0.17, -2.08, 2.27)
H (0.26, -0.46, 1.56)
H (-1.50, -2.57, 0.33)
H (1.02, -2.48, -1.89)
H (-0.33, -3.63, -1.71)
H (2.32, -3.44, -0.11)
H (2.26, -3.01, 2.46)
H (2.39, -1.30, 2.71)
H (4.13, -2.78, 0.67)

Need the natural (NBO) charges? In units of e they are: atom 1 (C): -0.61, atom 2 (H): 0.21, atom 3 (H): 0.23, atom 4 (C): -0.24, atom 5 (N): -0.42, atom 6 (C): -0.25, atom 7 (H): 0.21, atom 8 (C): -0.21, atom 9 (N): -0.47, atom 10 (C): 0.31, atom 11 (S): -0.17, atom 12 (N): -0.52, atom 13 (H): 0.43, atom 14 (H): 0.44, atom 15 (C): -0.28, atom 16 (H): 0.23, atom 17 (H): 0.24, atom 18 (C): 0.12, atom 19 (C): -0.46, atom 20 (H): 0.24, atom 21 (H): 0.22, atom 22 (C): -0.47, atom 23 (H): 0.26, atom 24 (C): 0.04, atom 25 (H): 0.14, atom 26 (H): 0.17, atom 27 (O): -0.59, atom 28 (H): 0.19, atom 29 (H): 0.19, atom 30 (C): -0.29, atom 31 (H): 0.27, atom 32 (C): -0.24, atom 33 (H): 0.26, atom 34 (H): 0.22, atom 35 (H): 0.20, atom 36 (H): 0.21, atom 37 (H): 0.23, atom 38 (H): 0.23, atom 39 (H): 0.23, atom 40 (H): 0.26, atom 41 (H): 0.21

[5]
Here is a structure of composition C12H24N4OSTaTl in a non-equilibrium geometry from the Open Molecules 2025 dataset. Energies are from wB97M-V/def2-TZVPD.

The energy relative to the best compared isomer or geometry (same formula, charge and spin) is 0.0000 eV. As for the total charge: +2. The gap between HOMO and LUMO is 8.0 eV. For the LUMO energy, the calculation gives -8.319 eV. For the energy, the calculation gives -1393.059404 hartree.

Atoms and positions in Å:
N (1.75, -0.33, 1.28)
C (2.73, -0.58, 1.98)
O (3.77, -0.80, 2.49)
Tl (1.01, 0.68, -2.51)
Ta (-0.11, -0.07, 0.72)
N (-0.72, -1.53, -0.45)
N (-0.11, 1.63, -0.27)
C (-0.41, -2.96, -0.09)
C (0.52, 2.98, -0.31)
C (0.76, -3.41, -0.96)
C (-1.64, -3.83, -0.37)
C (-0.04, -3.09, 1.38)
C (0.21, 3.66, -1.64)
C (-0.08, 3.85, 0.80)
C (2.01, 2.80, -0.08)
H (0.51, -3.37, -2.03)
H (1.02, -4.45, -0.72)
H (1.64, -2.78, -0.79)
H (-2.54, -3.41, 0.10)
H (-1.47, -4.83, 0.05)
H (-1.82, -3.97, -1.44)
H (0.88, -2.55, 1.63)
H (0.13, -4.15, 1.58)
H (-0.87, -2.76, 2.03)
H (0.55, 3.11, -2.53)
H (0.74, 4.63, -1.65)
H (-0.86, 3.85, -1.75)
H (-1.13, 4.09, 0.61)
H (0.46, 4.81, 0.82)
H (0.01, 3.40, 1.79)
H (2.22, 2.20, 0.81)
H (2.46, 3.80, 0.04)
H (2.51, 2.32, -0.94)
C (-1.61, 1.59, -0.45)
H (-2.04, 0.68, 0.06)
H (-2.09, 2.46, 0.03)
H (-1.87, 1.57, -1.52)
C (-1.36, -1.39, -1.79)
H (-2.41, -1.72, -1.75)
H (-1.36, -0.35, -2.15)
H (-0.82, -2.00, -2.53)
S (-1.46, 0.02, 2.66)
C (0.00, 0.10, 3.57)
N (0.93, 0.15, 4.30)

Need the natural (NBO) charges? In units of e they are: atom 1 (N): -0.95, atom 2 (C): 0.96, atom 3 (O): -0.35, atom 4 (Tl): 0.95, atom 5 (Ta): 1.94, atom 6 (N): -0.73, atom 7 (N): -0.78, atom 8 (C): 0.13, atom 9 (C): 0.12, atom 10 (C): -0.62, atom 11 (C): -0.64, atom 12 (C): -0.66, atom 13 (C): -0.62, atom 14 (C): -0.64, atom 15 (C): -0.62, atom 16 (H): 0.21, atom 17 (H): 0.26, atom 18 (H): 0.21, atom 19 (H): 0.23, atom 20 (H): 0.26, atom 21 (H): 0.23, atom 22 (H): 0.22, atom 23 (H): 0.28, atom 24 (H): 0.24, atom 25 (H): 0.16, atom 26 (H): 0.27, atom 27 (H): 0.24, atom 28 (H): 0.22, atom 29 (H): 0.26, atom 30 (H): 0.23, atom 31 (H): 0.24, atom 32 (H): 0.27, atom 33 (H): 0.18, atom 34 (C): -0.44, atom 35 (H): 0.21, atom 36 (H): 0.27, atom 37 (H): 0.23, atom 38 (C): -0.44, atom 39 (H): 0.26, atom 40 (H): 0.17, atom 41 (H): 0.23, atom 42 (S): 0.02, atom 43 (C): -0.02, atom 44 (N): -0.20